--- i ---
{
  "formula": "C6H10FN",
  "method": "ωB97M-V/def2-TZVPD",
  "elements": ["F", "N", "C", "C", "C", "C", "C", "C", "H", "H", "H", "H", "H", "H", "H", "H", "H", "H"],
  "positions_angstrom": [[-0.753, 2.202, -0.183], [0.909, -0.668, 1.206], [-1.524, -0.860, -0.494], [1.746, 0.699, -0.459], [0.520, 0.098, -0.014], [-0.184, -0.698, -1.015], [-1.776, 0.136, 0.337], [-0.673, 0.970, 0.449], [0.917, -1.979, 0.952], [-0.115, -0.437, -1.950], [2.689, -0.053, -0.490], [-2.846, 0.389, 0.823], [-0.331, 1.313, 1.408], [1.764, 1.308, -1.355], [-2.201, -1.757, -0.606], [2.027, 1.580, 0.279], [0.155, -1.777, -0.822], [-0.326, -0.465, 1.933]]
}

--- ii ---
{
  "formula": "C6H10FN",
  "method": "ωB97M-V/def2-TZVPD",
  "smiles": "FC1=CCCCNC1",
  "elements": ["F", "N", "C", "C", "C", "C", "C", "C", "H", "H", "H", "H", "H", "H", "H", "H", "H", "H"],
  "positions_angstrom": [[-2.930, -0.104, -0.453], [0.208, 1.578, -0.394], [-1.635, 0.024, -0.029], [-1.017, 1.312, 0.348], [-1.080, -1.177, 0.015], [1.262, -0.732, -0.592], [1.330, 0.631, -0.043], [0.240, -1.580, 0.380], [2.170, 1.193, -0.385], [2.352, -1.298, -0.785], [1.423, 0.663, 1.117], [0.452, 2.598, -0.218], [-1.785, 2.062, 0.020], [-0.932, 1.400, 1.479], [0.312, -2.611, -0.049], [0.643, -1.427, 1.388], [0.851, -0.637, -1.614], [-1.864, -1.897, -0.186]]
}

--- iii ---
{
  "formula": "C6H10FN",
  "method": "ωB97M-V/def2-TZVPD",
  "elements": ["F", "N", "C", "C", "C", "C", "C", "C", "H", "H", "H", "H", "H", "H", "H", "H", "H", "H"],
  "positions_angstrom": [[-1.444, -1.150, 1.322], [0.230, -0.709, -1.246], [0.765, -1.214, 0.017], [1.303, 0.151, 0.469], [-0.225, -1.774, 1.195], [-0.329, 1.626, -1.014], [-0.692, 2.724, -0.332], [0.591, 0.548, -0.892], [0.721, 0.878, 1.283], [-0.347, 2.947, 0.712], [-0.893, -0.832, -1.125], [2.362, 0.205, 0.460], [1.385, 0.961, -1.718], [-0.972, 1.544, -1.939], [1.651, -2.063, 0.271], [0.556, -1.481, 2.097], [-0.432, -2.797, 1.097], [-1.125, 3.581, -0.965]]
}

What should be chosen as the most stable of them? Choose ii.

--- i ---
{
  "formula": "H3PS2",
  "method": "ωB97M-V/def2-TZVPD",
  "smiles": "P=S.S",
  "elements": ["S", "S", "P", "H", "H", "H"],
  "positions_angstrom": [[-0.420, -1.794, -4.054], [0.902, 1.629, 2.348], [-0.490, -0.880, -2.312], [-0.109, 0.921, 1.743], [0.203, 1.825, 3.508], [-0.086, -1.702, -1.233]]
}

--- ii ---
{
  "formula": "H3PS2",
  "method": "ωB97M-V/def2-TZVPD",
  "smiles": "P=S.S",
  "elements": ["S", "S", "P", "H", "H", "H"],
  "positions_angstrom": [[-0.477, 0.575, -2.615], [-0.179, -1.342, 0.946], [0.693, 1.674, -1.429], [0.723, -1.836, 2.021], [0.045, 1.201, -0.140], [-0.805, -0.272, 1.216]]
}

What should be chosen as the most stable of them? Choose i.

--- i ---
{
  "formula": "C5H7FO2",
  "method": "ωB97M-V/def2-TZVPD",
  "smiles": "C=C1OC[C@@H](O)[C@@H]1F",
  "elements": ["F", "O", "O", "C", "C", "C", "C", "C", "H", "H", "H", "H", "H", "H", "H"],
  "positions_angstrom": [[0.302, 1.963, -0.232], [0.663, -1.518, -0.056], [-2.406, 0.351, 0.079], [1.188, -0.249, 0.108], [-0.749, -1.467, -0.031], [2.486, 0.015, 0.037], [-1.121, -0.020, -0.326], [0.032, 0.732, 0.337], [-1.082, 0.167, -1.457], [-0.178, 0.822, 1.397], [-1.080, -2.230, -0.822], [3.238, -0.689, -0.116], [-2.396, 0.245, 1.043], [2.818, 1.038, 0.161], [-1.111, -1.754, 0.953]]
}

--- ii ---
{
  "formula": "C5H7FO2",
  "method": "ωB97M-V/def2-TZVPD",
  "smiles": "CO/C(=C\\C=O)CF",
  "elements": ["F", "O", "O", "C", "C", "C", "C", "C", "H", "H", "H", "H", "H", "H", "H"],
  "positions_angstrom": [[-2.129, -0.780, -0.829], [2.847, 0.641, -0.403], [0.117, 1.016, -0.257], [0.065, -0.317, -0.027], [-1.029, 1.829, -0.025], [-1.269, -0.960, 0.237], [2.541, -0.540, -0.231], [1.165, -1.048, -0.047], [3.328, -1.373, -0.205], [1.097, -2.099, 0.101], [-1.713, -0.510, 1.163], [-1.152, -2.042, 0.383], [-0.702, 2.802, -0.391], [-1.250, 1.912, 1.060], [-1.915, 1.469, -0.528]]
}

What should be chosen as the most stable of them? Choose i.

--- i ---
{
  "formula": "C3H6N2S2",
  "method": "ωB97M-V/def2-TZVPD",
  "smiles": "S=C(NS)N1CC1",
  "elements": ["S", "S", "N", "N", "C", "C", "C", "H", "H", "H", "H", "H", "H"],
  "positions_angstrom": [[2.781, -0.516, -0.239], [-1.415, -1.952, -0.086], [1.289, -1.626, 0.034], [0.001, 0.325, -0.256], [0.071, -1.122, -0.189], [-0.707, 1.300, 0.623], [-1.214, 0.902, -0.849], [0.107, 2.264, 0.746], [-0.899, 1.525, -1.733], [1.348, -2.559, 0.467], [-1.230, 0.823, 1.632], [-2.045, 0.078, -0.686], [1.913, 0.558, 0.536]]
}

--- ii ---
{
  "formula": "C3H6N2S2",
  "method": "ωB97M-V/def2-TZVPD",
  "smiles": "CN(S)/C=N\\C=S",
  "elements": ["S", "S", "N", "N", "C", "C", "C", "H", "H", "H", "H", "H", "H"],
  "positions_angstrom": [[-1.243, 0.372, -1.173], [1.733, -1.137, -2.631], [1.783, 0.234, -0.357], [-0.498, -0.053, 0.306], [0.856, -0.010, 0.485], [-1.367, -0.471, 1.394], [1.865, 0.187, -1.706], [-0.757, -0.704, 2.286], [-1.955, -1.336, 1.144], [-2.049, 0.347, 1.658], [2.187, 1.154, -2.147], [-1.732, 1.578, -0.765], [1.178, -0.161, 1.507]]
}

--- iii ---
{
  "formula": "C3H6N2S2",
  "method": "ωB97M-V/def2-TZVPD",
  "smiles": "C/N=C(/C=S)NS",
  "elements": ["S", "S", "N", "N", "C", "C", "C", "H", "H", "H", "H", "H", "H"],
  "positions_angstrom": [[-1.777, -0.061, 2.450], [0.857, -2.137, 1.251], [0.808, -0.540, 0.620], [-0.532, 0.407, -1.063], [-1.702, -0.204, 0.856], [0.611, 1.080, -1.619], [-0.431, -0.101, 0.096], [-2.650, -0.192, 0.287], [1.133, 1.809, -0.951], [0.291, 1.727, -2.542], [1.379, 0.394, -1.994], [1.654, -0.246, 0.132], [0.359, -1.936, 2.476]]
}

What should be chosen as the most stable of them? Choose ii.

--- i ---
{
  "formula": "C3H6N2S2",
  "method": "ωB97M-V/def2-TZVPD",
  "smiles": "CN/N=C/SC=S",
  "elements": ["S", "S", "N", "N", "C", "C", "C", "H", "H", "H", "H", "H", "H"],
  "positions_angstrom": [[-2.142, 1.223, -0.100], [-4.608, -0.427, -0.015], [1.205, -0.866, 0.012], [-0.116, -0.527, -0.198], [-0.469, 0.702, 0.045], [-3.000, -0.292, 0.116], [2.233, 0.151, 0.063], [1.350, -1.739, -0.467], [2.279, 0.740, 0.986], [-2.238, -1.094, 0.234], [2.140, 0.845, -0.807], [0.117, 1.591, 0.226], [3.249, -0.307, -0.095]]
}

--- ii ---
{
  "formula": "C3H6N2S2",
  "method": "ωB97M-V/def2-TZVPD",
  "smiles": "[H]/N=S1#S(=N\\[H])/CC=C\\1",
  "elements": ["S", "S", "N", "N", "C", "C", "C", "H", "H", "H", "H", "H", "H"],
  "positions_angstrom": [[0.195, 0.867, 1.167], [-0.027, 1.283, -1.072], [1.135, 2.132, -1.626], [-0.868, 1.774, 1.762], [0.524, -0.366, -1.354], [-0.493, -1.151, 0.801], [0.202, -1.369, -0.500], [-0.210, -1.904, 1.478], [0.830, 3.049, -1.525], [0.656, -2.437, -0.517], [1.363, -0.415, -2.044], [-1.594, -1.212, 0.696], [-0.570, 2.071, 2.642]]
}

What should be chosen as the most stable of them? Choose i.

--- i ---
{
  "formula": "C2H11NO3",
  "method": "ωB97M-V/def2-TZVPD",
  "elements": ["O", "O", "O", "N", "C", "C", "H", "H", "H", "H", "H", "H", "H", "H", "H", "H", "H"],
  "positions_angstrom": [[-2.052, -1.339, -0.713], [1.485, -0.415, -1.108], [2.783, -0.224, 0.827], [-1.390, 0.716, 0.574], [-0.864, 1.350, -0.618], [-0.333, 0.027, 1.236], [0.214, 1.281, -0.670], [3.721, -0.079, 0.977], [-1.164, 2.370, -0.836], [-1.215, 0.665, -1.449], [-2.102, 0.034, 0.214], [2.294, -0.496, -0.255], [-0.673, -0.537, 2.102], [1.520, -1.217, -1.648], [0.534, 0.652, 1.469], [-2.784, -1.969, -0.674], [0.025, -0.818, 0.572]]
}

--- ii ---
{
  "formula": "C2H11NO3",
  "method": "ωB97M-V/def2-TZVPD",
  "smiles": "C=NC.O.O.O",
  "elements": ["O", "O", "O", "N", "C", "C", "H", "H", "H", "H", "H", "H", "H", "H", "H", "H", "H"],
  "positions_angstrom": [[1.908, -3.961, -1.102], [-4.013, 4.378, 2.637], [4.014, -2.038, 0.192], [-0.213, 0.431, -1.094], [-0.715, -0.731, -0.743], [-1.026, 1.671, -0.931], [4.606, -1.734, -0.532], [-4.285, 4.036, 3.511], [4.635, -2.695, 0.564], [-0.721, 2.329, -1.793], [-0.743, 2.201, -0.017], [-3.276, 5.022, 2.657], [1.490, -4.553, -0.388], [-1.593, -0.959, -0.050], [-0.328, -1.657, -1.332], [2.437, -3.204, -0.701], [-2.178, 1.465, -0.880]]
}

What should be chosen as the most stable of them? Choose ii.